# 1
Here is C23H45HfN4O2P3 as an isolated structure in a non-equilibrium geometry from the OMol25 dataset. Energies are from ωB97M-V/def2-TZVPD.

Geometry as XYZ:
```
78
Properties=species:S:1:pos:R:3:mulliken_charge:R:1
P -0.840 -3.967 -1.504 1.122
C -0.326 -4.633 0.080 -0.412
H -0.855 -5.588 0.253 0.457
H -0.526 -3.963 0.937 -0.117
H 0.753 -4.854 0.052 0.441
C -2.631 -4.085 -1.628 -1.347
H -3.004 -3.427 -2.424 0.409
H -3.097 -3.794 -0.676 0.395
H -2.916 -5.122 -1.861 0.452
C -0.126 -4.997 -2.793 -1.238
H -0.792 -5.848 -3.001 0.428
H 0.843 -5.394 -2.461 0.421
H 0.013 -4.420 -3.715 0.396
P 3.314 1.479 -1.147 0.780
C 4.052 0.644 0.295 -1.161
H 5.139 0.772 0.294 0.425
H 3.799 -0.421 0.233 0.366
H 3.622 1.063 1.213 0.386
C 4.448 1.046 -2.512 -1.245
H 4.001 1.383 -3.453 0.330
H 4.581 -0.041 -2.551 0.387
H 5.413 1.542 -2.359 0.453
C 3.720 3.235 -0.863 -1.211
H 4.805 3.369 -0.924 0.447
H 3.349 3.540 0.121 0.368
H 3.223 3.830 -1.638 0.345
P -2.416 2.268 2.320 1.041
C -1.925 1.905 3.994 -0.072
H -2.801 1.954 4.664 0.447
H -1.194 2.656 4.332 0.441
H -1.470 0.895 4.071 -0.192
C -2.965 3.953 2.076 -1.110
H -3.924 4.093 2.604 0.430
H -3.117 4.178 1.006 0.395
H -2.223 4.657 2.482 0.411
C -3.752 1.193 1.779 -1.054
H -4.711 1.589 2.157 0.453
H -3.597 0.175 2.170 0.232
H -3.796 1.158 0.679 0.378
Hf 0.101 0.939 -1.796 1.231
C -0.465 -2.178 -1.847 -0.129
O 0.070 -1.157 -1.427 -0.717
C -0.969 1.884 1.151 -0.282
O -0.744 1.219 0.133 -0.657
C -0.561 2.895 -2.557 -0.496
C -1.656 2.001 -2.441 -0.181
C -1.582 0.698 -3.018 -0.074
C -0.433 0.356 -3.810 -0.433
C 0.654 1.257 -3.918 -0.517
C 0.620 2.507 -3.245 -0.340
H -0.642 3.888 -2.119 0.528
H -2.557 2.329 -1.915 0.648
H -2.407 0.007 -2.885 0.540
H -0.383 -0.606 -4.313 0.544
H 1.540 0.985 -4.497 0.513
H 1.474 3.184 -3.280 0.773
C 0.737 -0.923 4.261 -0.721
N -0.723 -0.952 3.992 -0.253
C -1.364 -1.717 5.095 -0.728
N -0.838 -3.092 5.183 0.043
C 0.618 -3.014 5.424 -0.742
N 1.304 -2.279 4.339 0.070
C 1.041 -2.977 3.069 -0.660
N -0.414 -3.050 2.762 -0.196
C -0.955 -1.680 2.728 -0.714
C -1.063 -3.770 3.891 -0.753
H 0.907 -0.419 5.223 0.405
H 1.244 -0.377 3.451 0.207
H -2.446 -1.766 4.915 0.335
H -1.157 -1.204 6.044 0.396
H 1.025 -4.033 5.472 0.352
H 0.793 -2.489 6.372 0.344
H 1.553 -2.438 2.260 0.237
H 1.431 -4.001 3.147 0.398
H -2.040 -1.737 2.551 0.406
H -0.470 -1.125 1.911 -0.024
H -0.641 -4.783 3.947 0.368
H -2.144 -3.813 3.701 0.396
```

Computed properties:
Spin multiplicity ... 1
HOMO-LUMO gap (spin up / spin down) ... 2.55 / 2.54 eV
Net charge ... +4
HOMO level (spin up / spin down) ... -0.6344 / -0.6344 Eh
Relative energy (zero: lowest compared OMol25 entry of this formula, charge and spin) ... 2.432 eV


# 2
Here is a 7-piece molecular cluster, C23H46Cl12O4S overall in a non-equilibrium geometry from the OMol25 dataset. Energies are from ωB97M-V/def2-TZVPD.

Geometry as XYZ:
```
86
Properties=species:S:1:pos:R:3:mulliken_charge:R:1
C 3.004 2.376 2.398 -1.048
C 3.357 3.282 1.194 -0.514
C 2.890 2.771 -0.172 -1.109
C 1.482 2.175 -0.186 0.344
C 0.427 3.085 0.438 -0.930
C -1.000 2.583 0.196 0.563
C -1.206 1.069 0.470 -0.867
S -2.725 0.599 1.278 1.540
O -3.781 0.371 0.358 -0.712
O -2.421 -0.566 2.047 -0.710
O -3.212 1.767 2.267 -0.278
C -2.361 2.922 2.291 -1.075
C -2.029 3.459 0.910 -0.431
O -3.164 3.528 0.085 -0.346
C -3.944 4.701 0.243 -0.207
C -3.261 5.956 -0.278 -1.169
H 2.239 2.855 3.001 0.395
H 3.866 2.265 3.048 0.332
H 2.622 1.402 2.115 0.164
H 2.923 4.260 1.381 0.292
H 4.436 3.406 1.176 0.462
H 2.896 3.605 -0.877 0.365
H 3.598 2.046 -0.565 0.339
H 1.545 1.198 0.285 -0.485
H 1.192 1.996 -1.221 0.495
H 0.624 3.304 1.485 0.253
H 0.503 4.031 -0.101 0.390
H -1.198 2.737 -0.859 0.284
H -1.244 0.557 -0.484 0.556
H -0.414 0.611 1.053 -0.150
H -2.922 3.687 2.816 0.487
H -1.449 2.750 2.861 0.403
H -1.542 4.422 1.082 0.639
H -4.308 4.839 1.263 0.247
H -4.831 4.542 -0.363 0.382
H -2.553 6.311 0.470 0.288
H -2.671 5.731 -1.160 0.282
H -3.971 6.760 -0.434 0.421
Cl 1.221 -0.882 -2.537 -0.208
C 1.602 -2.309 -1.533 0.456
C 0.753 -2.366 -0.292 -0.660
Cl 1.182 -1.059 0.846 -0.100
H 2.662 -2.268 -1.283 -0.558
H 1.414 -3.189 -2.147 0.353
H 0.918 -3.305 0.232 0.412
H -0.307 -2.282 -0.522 0.381
Cl 4.758 -2.900 -0.786 -0.172
C 6.165 -1.852 -1.100 -0.220
C 6.751 -1.302 0.174 -0.586
Cl 5.656 -0.138 0.967 -0.110
H 5.845 -1.055 -1.766 0.323
H 6.904 -2.458 -1.617 0.101
H 7.675 -0.771 -0.049 0.325
H 6.969 -2.095 0.885 0.338
Cl 3.653 -4.641 -4.194 -0.124
C 4.998 -5.619 -4.840 -0.144
C 6.003 -5.976 -3.776 -0.449
Cl 6.899 -4.545 -3.200 -0.212
H 5.456 -5.060 -5.650 -0.008
H 4.562 -6.527 -5.251 0.290
H 6.738 -6.669 -4.181 0.336
H 5.527 -6.438 -2.915 0.323
Cl 3.634 -5.919 -8.373 -0.177
C 3.917 -4.376 -9.220 -0.491
C 5.380 -4.142 -9.495 -0.426
Cl 6.298 -3.856 -7.995 -0.185
H 3.494 -3.579 -8.613 0.317
H 3.371 -4.424 -10.160 0.345
H 5.501 -3.257 -10.116 0.300
H 5.829 -4.989 -10.006 0.309
Cl -6.657 1.206 5.335 -0.210
C -5.159 0.312 4.947 0.143
C -4.427 -0.135 6.184 -0.499
Cl -3.737 1.239 7.090 -0.202
H -4.540 0.952 4.325 -0.186
H -5.452 -0.556 4.360 0.312
H -3.596 -0.778 5.898 0.313
H -5.078 -0.686 6.857 0.364
Cl -12.551 -0.185 5.903 -0.194
C -10.774 -0.099 6.031 -0.412
C -10.085 -0.906 4.963 -0.118
Cl -10.322 -2.660 5.184 -0.195
H -10.493 -0.435 7.025 0.332
H -10.499 0.949 5.929 0.265
H -9.013 -0.722 5.003 -0.015
H -10.444 -0.643 3.971 0.336
```

Computed properties:
Spin multiplicity ... 1
HOMO-LUMO gap ... 10.50 eV
HOMO level ... -0.3689 Eh


# 3
Here is a 17-piece molecular cluster, C23H46Cl32IN4O3P2 overall in a non-equilibrium geometry from the OMol25 dataset. Energies are from ωB97M-V/def2-TZVPD.

Geometry as XYZ:
```
111
Properties=species:S:1:pos:R:3:mulliken_charge:R:1
N 1.288 1.604 0.095 -0.073
P 1.359 1.621 -1.486 0.439
C 0.701 -0.010 -2.088 -0.863
C 1.352 -1.085 -2.640 -0.176
P 3.170 -1.257 -3.049 0.044
O 3.255 -2.836 -3.620 -0.469
I 4.517 -1.202 -1.020 0.154
N 0.374 -2.086 -2.861 0.686
C -0.772 -1.564 -2.451 -0.501
C -2.007 -2.468 -2.558 0.334
C -2.029 -3.311 -1.224 -0.219
N -3.130 -4.281 -1.202 -0.576
N -0.676 -0.337 -1.985 0.812
C -1.772 0.460 -1.465 -0.794
C -2.786 0.860 -2.560 0.492
O -3.832 1.389 -2.288 -0.630
O -2.492 0.559 -3.862 -0.347
H 0.906 0.702 0.377 -0.089
H 0.561 2.689 -1.974 0.023
H 2.698 1.761 -1.926 0.191
H 2.856 -3.438 -2.969 0.322
H 0.508 -3.010 -3.253 0.433
H -2.902 -1.830 -2.644 0.170
H -1.899 -3.147 -3.428 -0.744
H -2.086 -2.580 -0.391 0.206
H -1.030 -3.778 -1.155 0.269
H -2.701 -5.191 -1.033 0.307
H -3.637 -4.111 -0.334 0.302
H -2.369 -0.100 -0.720 0.012
H -1.418 1.369 -0.944 0.633
H -2.834 1.312 -4.375 0.407
C 1.309 0.190 3.642 -0.583
Cl 1.530 1.839 3.061 -0.008
Cl 0.355 -0.764 2.491 0.055
H 2.282 -0.278 3.752 0.298
H 0.799 0.214 4.599 0.265
C 7.802 -0.420 2.032 -0.029
Cl 6.688 -1.784 2.229 -0.122
Cl 7.259 0.665 0.744 -0.173
H 7.846 0.136 2.961 0.189
H 8.796 -0.808 1.777 0.103
C 7.590 -0.922 6.314 -0.250
Cl 8.284 -0.273 7.801 -0.150
Cl 8.839 -1.252 5.103 -0.090
H 7.074 -1.848 6.542 0.295
H 6.891 -0.198 5.908 0.215
C 1.752 0.273 -6.058 0.246
Cl 1.646 1.689 -5.011 -0.127
Cl 1.971 0.728 -7.748 -0.156
H 2.598 -0.328 -5.744 0.123
H 0.834 -0.297 -5.964 -0.037
C -3.086 -1.885 4.595 -0.283
Cl -2.690 -1.491 2.917 -0.018
Cl -1.811 -1.356 5.700 -0.169
H -4.012 -1.385 4.861 0.121
H -3.204 -2.960 4.684 0.310
C -6.921 0.259 -1.400 -0.090
Cl -8.438 -0.465 -1.939 -0.159
Cl -6.176 -0.687 -0.102 -0.109
H -6.236 0.304 -2.238 0.049
H -7.122 1.259 -1.030 0.298
C -3.353 -4.500 -5.782 -0.213
Cl -2.059 -5.009 -4.680 -0.114
Cl -4.901 -4.393 -4.948 -0.132
H -3.103 -3.525 -6.188 0.159
H -3.431 -5.227 -6.584 0.363
C -3.037 4.474 -2.905 0.610
Cl -2.693 4.785 -4.611 -0.172
Cl -1.689 4.959 -1.868 -0.107
H -3.919 5.035 -2.615 0.341
H -3.216 3.416 -2.774 -0.539
C 10.139 -3.784 1.359 -0.282
Cl 10.128 -2.334 2.374 -0.141
Cl 10.270 -3.371 -0.353 -0.148
H 10.986 -4.400 1.638 0.330
H 9.213 -4.327 1.520 0.238
C 1.404 5.505 2.318 -0.175
Cl 0.679 6.987 2.951 -0.098
Cl 0.630 4.994 0.811 -0.048
H 2.456 5.682 2.127 0.108
H 1.289 4.716 3.054 0.176
C 1.359 -4.587 2.310 -0.437
Cl 0.348 -6.027 2.456 -0.155
Cl 0.805 -3.539 0.997 0.021
H 1.315 -4.030 3.241 0.237
H 2.380 -4.893 2.106 0.323
C 0.752 -3.036 -7.350 -0.376
Cl 0.168 -4.655 -7.735 -0.136
Cl 1.690 -3.024 -5.843 -0.012
H 1.388 -2.689 -8.158 0.396
H -0.100 -2.372 -7.239 0.191
C 5.266 4.093 1.507 -0.479
Cl 3.701 3.405 1.053 0.009
Cl 6.016 3.142 2.790 -0.131
H 5.910 4.086 0.634 0.282
H 5.131 5.111 1.858 0.330
C -5.989 1.429 3.875 -0.294
Cl -6.430 -0.194 3.328 -0.134
Cl -5.158 1.380 5.433 -0.146
H -5.330 1.877 3.139 0.280
H -6.893 2.021 3.975 0.317
C -10.034 -0.616 4.604 -0.078
Cl -11.730 -0.418 4.154 -0.156
Cl -9.506 0.652 5.718 -0.155
H -9.910 -1.579 5.088 0.282
H -9.425 -0.570 3.708 0.097
C -1.406 10.127 3.069 -0.178
Cl -0.121 9.726 4.215 -0.162
Cl -2.989 10.154 3.852 -0.150
H -1.206 11.107 2.648 0.283
H -1.417 9.380 2.282 0.204
```

Computed properties:
Spin multiplicity ... 1
HOMO-LUMO gap ... 8.18 eV
Net charge ... +1
HOMO level ... -0.4170 Eh


# 4
Here is C23H46Cl5F2Mg2NO4 as an isolated structure in a non-equilibrium geometry from the OMol25 dataset. Energies are from ωB97M-V/def2-TZVPD.

Geometry as XYZ:
```
83
Properties=species:S:1:pos:R:3:mulliken_charge:R:1
C 1.061 -2.056 5.177 -0.802
C 2.163 -3.013 4.591 -0.962
C 2.385 -2.758 3.015 0.370
C 3.578 -1.786 2.733 -1.231
C 3.479 -0.880 1.418 -0.666
C 2.166 0.029 1.316 -0.383
C 2.475 1.400 0.573 -0.161
C 2.170 1.336 -0.947 0.354
C 2.227 -0.085 -1.552 -0.002
C 0.814 -0.751 -1.556 -0.357
C 1.063 -2.155 -1.021 0.101
C -0.026 -3.229 -1.279 -0.970
N -0.095 -3.877 0.019 -0.544
C 1.444 2.480 1.161 -1.092
O 0.128 1.931 1.279 -0.247
C -0.808 2.670 0.481 -0.025
C -1.893 3.380 1.405 -1.049
O -3.173 2.738 1.307 -0.374
C -3.384 1.777 2.326 -0.227
C -4.820 1.182 2.110 -0.621
O -4.749 0.235 1.067 -0.187
C -5.672 -0.842 1.265 -0.273
C -5.069 -2.098 0.551 -0.828
H 1.402 -1.011 5.089 0.287
H 0.836 -2.335 6.224 0.401
H 0.117 -2.256 4.605 0.236
H 1.795 -4.069 4.805 0.490
H 3.122 -2.933 5.146 0.430
H 1.370 -2.407 2.604 -0.079
H 2.666 -3.799 2.585 0.494
H 4.481 -2.419 2.730 0.367
H 3.659 -1.095 3.623 0.451
H 3.567 -1.588 0.571 0.316
H 4.356 -0.213 1.464 0.484
H 1.291 -0.525 0.931 0.106
H 1.917 0.282 2.375 0.647
H 1.208 1.794 -1.244 -0.186
H 2.987 1.951 -1.480 0.120
H 3.000 -0.732 -1.114 0.464
H 2.515 0.023 -2.651 -0.564
H 0.295 -0.692 -2.531 0.579
H 0.228 -0.170 -0.801 -0.057
H 1.997 -2.508 -1.519 0.332
H 1.295 -2.079 0.059 -0.521
H -0.987 -2.788 -1.594 0.351
H 0.374 -3.957 -2.008 0.366
H -0.314 -3.140 0.698 0.230
H 0.837 -4.241 0.225 0.293
H 1.855 2.772 2.151 0.450
H 1.500 3.360 0.494 0.412
H -0.351 3.365 -0.244 0.250
H -1.377 1.922 -0.124 0.277
H -1.558 3.279 2.456 0.367
H -1.950 4.437 1.087 0.396
H -2.608 0.976 2.291 0.151
H -3.376 2.257 3.329 0.380
H -5.487 2.037 1.883 0.205
H -5.114 0.747 3.088 0.389
H -5.819 -1.064 2.339 0.299
H -6.633 -0.628 0.747 0.249
H -5.626 -2.357 -0.364 0.282
H -4.007 -1.888 0.378 0.122
H -5.133 -2.961 1.250 0.281
C -2.304 3.756 -2.916 -1.184
C -0.924 3.347 -3.340 1.037
O 0.017 3.348 -2.565 -0.549
C -0.714 2.927 -4.758 -0.384
H -2.293 4.031 -1.863 0.156
H -2.632 4.617 -3.501 0.430
H -2.997 2.924 -3.054 0.354
H -0.956 3.743 -5.440 0.412
H -1.320 2.051 -4.993 0.363
H 0.349 2.671 -4.863 -0.610
C 1.680 0.793 -7.844 0.283
Cl 1.266 -0.014 -6.321 -0.007
Cl 1.586 -0.371 -9.170 -0.095
Cl 0.538 2.121 -8.137 -0.104
Cl 3.321 1.438 -7.733 -0.048
Mg 0.650 -4.080 2.839 1.063
F 5.079 -0.908 4.712 -0.875
Mg 1.992 2.418 -3.962 0.627
F -0.431 -5.682 1.601 -0.705
Cl 4.300 -0.104 -3.683 -0.535
```

Computed properties:
Spin multiplicity ... 1
HOMO-LUMO gap ... 3.01 eV
HOMO level ... -0.2210 Eh


no.,calculated total energy (eV)
1,-63762.4851
2,-193891.8290
3,-464089.5248
4,-113200.4030